Record 1
Entry from the OMol25 dataset: a molecular structure, C31H46BrN3NiOP2 (wB97M-V/def2-TZVPD).

CARTESIAN COORDINATES (ANGSTROEM)
1 N 4.997 3.760 0.418
2 C 5.117 2.519 -0.089
3 C 4.057 1.869 -0.739
4 C 2.846 2.567 -0.938
5 C 2.729 3.847 -0.349
6 C 3.837 4.412 0.288
7 C 1.767 2.072 -1.751
8 Ni -0.087 -0.341 0.643
9 P -1.772 -1.275 -0.172
10 C 0.490 2.510 -1.578
11 C -0.657 2.110 -2.366
12 C -1.911 2.751 -2.185
13 C -3.025 2.267 -2.850
14 C -2.891 1.066 -3.546
15 C -1.660 0.499 -3.889
16 C -0.527 1.006 -3.234
17 Br -4.484 0.009 -3.847
18 H 2.007 1.272 -2.441
19 H 0.266 3.147 -0.711
20 H 4.163 0.840 -1.076
21 H 1.802 4.411 -0.396
22 H 6.088 2.016 0.041
23 H 3.756 5.426 0.721
24 H -1.970 3.636 -1.559
25 H 0.435 0.560 -3.417
26 H -3.990 2.779 -2.794
27 H -1.571 -0.312 -4.610
28 P -0.052 0.953 2.291
29 C -1.389 -2.266 -1.652
30 C -2.557 -2.783 -2.484
31 H -0.759 -3.108 -1.327
32 H -0.746 -1.630 -2.279
33 H -2.171 -3.431 -3.282
34 H -3.267 -3.382 -1.900
35 H -3.099 -1.965 -2.979
36 C -3.238 -0.270 -0.511
37 C -4.626 -0.895 -0.403
38 H -3.084 0.095 -1.530
39 H -3.182 0.621 0.131
40 H -5.367 -0.159 -0.739
41 H -4.758 -1.779 -1.040
42 H -4.870 -1.158 0.632
43 C -2.116 -2.357 1.263
44 C -2.898 -3.613 0.967
45 H -2.614 -1.732 2.018
46 H -1.132 -2.621 1.684
47 H -3.030 -4.152 1.906
48 H -3.893 -3.401 0.568
49 H -2.364 -4.273 0.279
50 C 0.446 0.050 3.809
51 C -0.512 -1.068 4.218
52 H 0.543 0.792 4.618
53 H 1.452 -0.347 3.596
54 H -0.337 -1.333 5.273
55 H -1.565 -0.757 4.126
56 H -0.373 -1.985 3.622
57 C -1.750 1.561 2.673
58 C -2.187 2.759 1.823
59 H -1.765 1.822 3.744
60 H -2.426 0.701 2.521
61 H -3.187 3.090 2.148
62 H -1.502 3.611 1.952
63 H -2.243 2.516 0.748
64 C 0.975 2.467 2.450
65 C 2.438 2.234 2.841
66 H 0.495 3.126 3.197
67 H 0.926 2.978 1.475
68 H 2.949 3.205 2.935
69 H 2.529 1.712 3.806
70 H 2.977 1.646 2.079
71 N 4.444 -3.501 -2.797
72 C 3.484 -2.553 -2.619
73 O 3.190 -1.725 -3.484
74 C 2.817 -2.574 -1.280
75 C 3.139 -3.422 -0.205
76 C 2.568 -3.248 1.048
77 C 1.697 -2.187 1.242
78 N 1.346 -1.395 0.195
79 C 1.840 -1.591 -1.067
80 H 4.905 -3.559 -3.689
81 H 4.710 -4.171 -2.092
82 H 3.851 -4.221 -0.359
83 H 2.808 -3.893 1.886
84 H 1.241 -1.959 2.206
85 H 1.474 -0.900 -1.827

The value obtained for the frontier orbital gap (alpha / beta) is 0.2404 / 0.1403 Eh. Its spin multiplicity is 3. The value obtained for the LUMO energy (alpha / beta) is -6.7 / -9.4 eV. The net charge is +2. The highest occupied orbital energy (alpha / beta) comes out at -0.485 / -0.486 Eh.


Record 2
Entry from the OMol25 dataset: a molecular structure, C31H46BrN3OP2Sr (wB97M-V/def2-TZVPD).

CARTESIAN COORDINATES (ANGSTROEM)
1 N -6.959 5.554 -6.016
2 C -6.567 6.118 -4.861
3 C -5.802 5.461 -3.891
4 C -5.397 4.122 -4.101
5 C -5.814 3.533 -5.319
6 C -6.576 4.279 -6.220
7 C -4.598 3.437 -3.086
8 Sr 0.288 -0.187 0.898
9 P 6.500 -1.128 -0.161
10 C -3.393 2.837 -3.283
11 C -2.574 2.150 -2.288
12 C -1.460 1.389 -2.717
13 C -0.639 0.713 -1.806
14 C -0.889 0.766 -0.417
15 C -2.005 1.526 0.013
16 C -2.826 2.200 -0.895
17 Br 1.779 -1.393 2.571
18 H -5.040 3.427 -2.082
19 H -2.960 2.856 -4.292
20 H -5.517 5.982 -2.970
21 H -5.546 2.500 -5.566
22 H -6.882 7.159 -4.699
23 H -6.900 3.825 -7.167
24 H -1.240 1.333 -3.791
25 H -3.680 2.774 -0.517
26 H 0.213 0.137 -2.185
27 H -2.235 1.592 1.083
28 P -0.168 -2.234 -0.120
29 C 5.911 0.652 -0.027
30 C 6.961 1.674 -0.480
31 H 5.582 0.858 1.011
32 H 5.011 0.727 -0.666
33 H 6.786 2.657 -0.007
34 H 7.983 1.355 -0.209
35 H 6.934 1.811 -1.576
36 C 5.633 -1.552 -1.774
37 C 6.273 -2.711 -2.549
38 H 5.671 -0.629 -2.383
39 H 4.563 -1.760 -1.573
40 H 5.986 -2.677 -3.615
41 H 7.375 -2.671 -2.491
42 H 5.951 -3.690 -2.153
43 C 5.332 -1.914 1.089
44 C 5.999 -2.286 2.421
45 H 4.838 -2.793 0.629
46 H 4.537 -1.167 1.275
47 H 5.433 -3.083 2.937
48 H 7.031 -2.650 2.276
49 H 6.049 -1.412 3.093
50 C -0.106 -3.620 1.118
51 C -1.258 -4.633 1.159
52 H -0.034 -3.096 2.088
53 H 0.867 -4.120 0.950
54 H -2.187 -4.159 1.516
55 H -1.459 -5.093 0.178
56 H -1.011 -5.445 1.866
57 C 0.945 -2.723 -1.528
58 C 0.383 -2.717 -2.955
59 H 1.300 -3.735 -1.265
60 H 1.836 -2.075 -1.440
61 H -0.097 -3.680 -3.201
62 H -0.357 -1.917 -3.118
63 H 1.205 -2.566 -3.677
64 C -1.897 -2.132 -0.797
65 C -3.037 -1.645 0.105
66 H -2.107 -3.158 -1.151
67 H -1.794 -1.522 -1.713
68 H -3.783 -1.064 -0.464
69 H -3.560 -2.474 0.608
70 H -2.631 -0.981 0.889
71 N -1.698 0.747 8.569
72 C -1.967 1.488 7.462
73 O -2.596 2.527 7.597
74 C -1.510 1.089 6.092
75 C -0.805 -0.096 5.854
76 C -0.380 -0.413 4.567
77 N -0.630 0.407 3.496
78 C -1.336 1.556 3.707
79 C -1.778 1.916 4.988
80 H -2.025 1.064 9.494
81 H -1.168 -0.133 8.541
82 H -0.567 -0.798 6.638
83 H 0.130 -1.349 4.467
84 H -1.526 2.242 2.904
85 H -2.315 2.848 5.112

The value obtained for the frontier orbital gap (alpha / beta) is 0.2181 / 0.1251 Eh. The value obtained for the LUMO energy (alpha / beta) is -6.9 / -9.4 eV. The net charge is +2. The highest occupied orbital energy (alpha / beta) comes out at -0.472 / -0.472 Eh.


Record 3
Entry from the OMol25 dataset: 15 unconnected molecules or ions with the total composition C31H46IN16 (wB97M-V/def2-TZVPD).

CARTESIAN COORDINATES (ANGSTROEM)
1 I -1.365 -3.849 0.247
2 N -0.307 -2.325 -0.591
3 C 0.440 -2.439 -1.746
4 C 1.021 -1.237 -1.977
5 N 0.588 -0.392 -0.969
6 C -0.198 -1.076 -0.149
7 H 0.579 -3.310 -2.356
8 H 1.685 -0.987 -2.778
9 H 0.884 0.571 -0.903
10 H -0.700 -0.704 0.730
11 C 4.021 1.041 -0.353
12 C 3.021 1.771 0.418
13 N 2.189 2.302 1.005
14 H 3.721 -0.001 -0.447
15 H 4.122 1.480 -1.345
16 H 4.983 1.078 0.153
17 C -4.342 -5.921 -2.230
18 C -4.146 -6.246 -0.822
19 N -3.977 -6.489 0.287
20 H -3.564 -5.242 -2.566
21 H -4.295 -6.826 -2.828
22 H -5.313 -5.449 -2.367
23 C -1.041 3.228 1.534
24 C -1.708 1.944 1.726
25 N -2.213 0.929 1.909
26 H -1.539 3.990 2.131
27 H -0.001 3.151 1.850
28 H -1.076 3.525 0.488
29 C -4.526 -4.861 -6.716
30 C -3.586 -5.335 -5.709
31 N -2.847 -5.721 -4.920
32 H -5.508 -4.724 -6.267
33 H -4.186 -3.907 -7.121
34 H -4.599 -5.582 -7.518
35 C 5.140 -0.436 3.682
36 C 5.433 -0.853 2.316
37 N 5.674 -1.188 1.246
38 H 5.524 0.570 3.843
39 H 4.065 -0.432 3.852
40 H 5.611 -1.116 4.389
41 C -3.454 -0.906 -9.029
42 C -3.573 -1.444 -7.678
43 N -3.666 -1.887 -6.624
44 H -4.306 -1.226 -9.626
45 H -3.429 0.181 -8.994
46 H -2.538 -1.272 -9.489
47 C -6.722 -7.714 -9.456
48 C -6.147 -6.375 -9.514
49 N -5.696 -5.322 -9.564
50 H -7.769 -7.652 -9.170
51 H -6.645 -8.189 -10.432
52 H -6.185 -8.314 -8.724
53 C 0.470 5.044 -2.141
54 C -0.448 5.733 -1.243
55 N -1.169 6.288 -0.546
56 H 0.109 4.035 -2.335
57 H 0.536 5.584 -3.083
58 H 1.458 4.992 -1.688
59 C 2.211 -2.592 5.386
60 C 2.873 -1.679 6.310
61 N 3.389 -0.966 7.045
62 H 2.257 -3.607 5.777
63 H 1.169 -2.303 5.267
64 H 2.708 -2.561 4.417
65 C 2.800 2.483 7.982
66 C 3.281 3.850 7.811
67 N 3.662 4.923 7.679
68 H 1.767 2.500 8.324
69 H 2.854 1.945 7.038
70 H 3.409 1.966 8.719
71 C 5.005 4.893 4.530
72 C 5.694 3.770 3.909
73 N 6.234 2.881 3.423
74 H 4.069 5.087 4.010
75 H 4.790 4.667 5.572
76 H 5.631 5.782 4.480
77 C -1.606 7.819 2.755
78 C -1.407 7.320 4.111
79 N -1.241 6.917 5.171
80 H -0.809 8.512 2.495
81 H -1.593 6.989 2.052
82 H -2.561 8.333 2.681
83 C 6.084 -1.353 9.579
84 C 6.019 -1.972 10.898
85 N 5.968 -2.458 11.934
86 H 5.233 -1.668 8.979
87 H 6.065 -0.270 9.678
88 H 7.004 -1.647 9.078
89 C -4.838 1.591 -5.869
90 C -5.052 2.777 -6.690
91 N -5.211 3.710 -7.336
92 H -4.864 1.859 -4.815
93 H -5.615 0.856 -6.068
94 H -3.870 1.151 -6.101

The value obtained for the frontier orbital gap is 0.3170 Eh. The value obtained for the LUMO energy is -4.1 eV. The net charge is +1. The highest occupied orbital energy comes out at -0.469 Eh.


Computed energy relative to the best compared isomer or geometry (same formula, charge and spin), in the same sequence as the records: 25.1 632.9 0.0 kJ/mol.
Computed maximum force, in the same sequence as the records: 2.328 9.835 1.003 eV/Å.